59
Properties=species:S:1:pos:R:3:forces:R:3:mulliken_charge:R:1 method="wB97M-V/def2-TZVPD" mol_weight_g_mol=652.039 e_tot_ev=-114419.6631 largest_force_ev_per_a=0.411 total_charge=-1 orbital_gap_ha=0.2324
Sr -1.96092 0.79343 0.87425 -0.3 0.1 0.3 2.0950
Br 3.24543 -3.67808 4.64452 0.0 0.0 0.0 -0.2798
C 1.88080 -2.46288 4.08648 0.0 0.0 0.1 -0.2495
C 0.89476 -2.06758 4.97866 0.0 0.0 -0.1 -0.4071
C -0.06611 -1.18441 4.54169 -0.1 0.0 0.0 -0.7194
C -0.11692 -0.66334 3.22103 0.0 -0.1 0.2 0.9643
O -1.06919 0.15554 2.91239 -0.1 0.1 -0.3 -0.9430
C 0.91331 -1.08553 2.33951 0.0 0.0 0.0 -0.4751
C 1.12352 -0.69898 0.89686 0.1 0.0 -0.1 -0.6904
N 0.44481 -0.48790 -1.03436 0.0 0.1 0.1 -0.2821
C -0.44282 -0.55871 -2.08387 0.1 -0.1 -0.1 0.8084
C -0.33781 -1.67888 -2.89996 0.1 0.0 0.0 -0.3538
C -1.13030 -1.86030 -4.03499 -0.1 0.1 0.0 -0.9465
C -2.04728 -0.91975 -4.41846 0.0 -0.1 0.0 -1.0322
C -2.18593 0.24023 -3.63569 0.1 0.1 0.1 1.2966
C -3.10850 1.25519 -3.97408 0.0 0.0 0.0 -0.5974
C -3.23468 2.36452 -3.19387 0.0 0.1 0.0 -1.0582
C -2.43524 2.45544 -2.03850 0.1 0.1 0.0 -0.2960
N -1.57269 1.53728 -1.68693 0.0 -0.2 0.1 -0.3299
C -1.40547 0.43280 -2.45956 -0.1 0.1 -0.2 0.1439
C 1.88963 -1.96943 2.80110 0.0 0.0 0.0 -0.5102
H 0.88652 -2.44268 5.99373 0.0 0.0 0.0 0.3812
H -0.84987 -0.85233 5.21233 0.0 0.0 0.0 0.3583
H 2.17466 -0.41781 0.79007 0.0 0.0 0.0 0.4940
H 0.38320 -2.44207 -2.64614 0.0 0.0 0.0 0.3796
H -1.00533 -2.76507 -4.61693 0.0 0.0 0.0 0.3871
H -2.66085 -1.05053 -5.30099 0.0 0.0 0.0 0.3614
H -3.71151 1.13058 -4.86655 0.0 0.0 0.0 0.3896
H -3.93047 3.15516 -3.44122 0.0 0.0 0.0 0.3628
H -2.50258 3.32171 -1.38421 0.0 0.0 0.0 0.5105
H 2.68120 -2.27739 2.12614 0.0 0.0 0.0 0.4330
O -2.13924 -1.42047 0.06429 0.2 0.3 0.1 -0.7301
C -1.58412 -2.59439 0.06102 -0.1 -0.1 0.0 0.7240
C -2.38268 -3.75488 0.19656 -0.1 0.0 0.0 -0.6539
C -1.84939 -5.02631 0.20479 0.0 0.0 0.0 -0.3351
C -0.47759 -5.21759 0.06249 0.0 0.0 0.0 -0.9364
C 0.32322 -4.09828 -0.09187 0.0 0.0 0.0 -0.9088
C -0.18477 -2.80195 -0.09176 0.0 0.1 0.0 0.7978
C 0.81690 -1.69073 -0.25591 0.1 0.0 0.0 -0.5529
N 0.36680 0.36375 0.16160 0.0 -0.1 0.0 1.4905
N 1.18496 1.52542 0.05403 0.2 0.1 -0.1 -1.4306
C 0.61413 2.63469 0.46219 -0.1 -0.1 0.1 0.5944
O -0.58319 2.85338 0.83848 0.0 -0.3 0.0 -1.0908
C 1.56426 3.80824 0.52618 0.0 0.1 -0.2 0.3795
C 2.92240 3.67924 0.24525 0.0 0.0 0.0 -0.2594
C 3.76285 4.77912 0.32075 0.0 0.0 0.0 -0.6648
C 3.25742 6.02351 0.67820 0.0 0.0 0.0 -0.2844
C 1.90561 6.15778 0.96009 0.0 0.0 0.0 -0.6367
C 1.06576 5.05519 0.88419 0.0 0.0 0.0 -0.4177
H -3.45049 -3.60329 0.30760 0.0 0.0 0.0 0.3529
H -2.50437 -5.88279 0.32348 0.0 0.0 0.0 0.3576
H -0.04946 -6.21144 0.07167 0.0 0.0 0.0 0.3853
H 1.39502 -4.22902 -0.21484 0.0 0.0 0.0 0.2888
H 1.73923 -2.13706 -0.63642 0.0 0.0 0.0 0.4600
H 3.29438 2.70219 -0.02942 0.0 0.0 0.0 0.4211
H 4.81833 4.66674 0.10360 0.0 0.0 0.0 0.3747
H 3.91505 6.88239 0.74006 0.0 0.0 0.0 0.3635
H 1.50501 7.12411 1.24308 0.0 0.0 0.0 0.3751
H 0.01060 5.13422 1.10816 0.0 0.0 0.0 0.3415